Record 1
{"formula": "C4H17N2O2", "method": "wB97M-V/def2-TZVPD", "fmax_ev_per_a": 2.696, "total_charge": 1, "orbital_gap_ev": 10.628, "relative_energy_ev": 1.3846, "lumo_energy_ha": -0.1065, "homo_energy_ev": -13.5245, "symbols": ["C", "N", "C", "N", "C", "C", "H", "H", "H", "H", "H", "H", "H", "H", "H", "H", "H", "H", "H", "H", "H", "O", "H", "H", "O"], "coordinates": [[-0.2825, -0.3900, -1.3223], [0.7887, -1.0721, -2.0281], [0.2098, 0.3555, -0.0637], [1.4680, -0.3533, 0.4162], [1.6634, -0.3589, 1.8850], [2.8228, -1.2475, 2.3313], [-0.8146, 0.2835, -1.9817], [-0.9731, -1.0936, -0.8518], [0.9941, -0.5924, -2.8960], [0.5446, -2.0179, -2.2912], [0.6052, 1.3240, -0.3600], [-0.3880, 0.4562, 0.8290], [1.4428, -1.3090, 0.0506], [2.3016, 0.0264, -0.0159], [0.7777, -0.8186, 2.3026], [1.8719, 0.6390, 2.2502], [3.7905, -0.8927, 1.9658], [2.8425, -1.3499, 3.4098], [2.7971, -2.2218, 1.8266], [-4.2790, 4.6933, -3.1358], [-4.6163, 3.3898, -2.4825], [-3.8944, 4.0279, -2.5513], [-1.1756, -1.9503, 1.8489], [-2.6186, -1.4569, 1.9267], [-1.7381, -1.1971, 1.6298]], "atomic_forces_ev_per_a": [[-0.85, -0.50, 1.23], [0.22, 0.02, -0.13], [2.42, 0.89, -0.79], [0.06, -0.33, 0.37], [0.66, -1.01, 0.76], [0.62, -0.24, -1.49], [-0.33, 0.18, 0.18], [-0.26, -0.30, -0.77], [0.20, -0.01, 0.09], [-0.14, 0.04, 0.09], [-0.33, 0.36, 0.16], [-0.78, -0.17, -0.39], [0.02, -0.06, -0.05], [0.08, 0.21, -0.34], [-0.44, 0.59, 0.19], [-0.59, 0.31, -0.12], [-0.01, 0.50, 0.39], [-0.01, -0.07, 0.02], [-0.49, -0.17, 0.51], [0.25, 0.08, 0.08], [0.19, -0.02, 0.13], [-0.43, -0.09, -0.20], [-0.28, -0.04, 0.07], [0.02, 0.06, -0.01], [0.18, -0.23, 0.03]]}



Record 2
{"formula": "C3H7N2S2", "method": "wB97M-V/def2-TZVPD", "fmax_ev_per_a": 4.373, "total_charge": 1, "orbital_gap_ev": 5.835, "relative_energy_ev": 3.1249, "lumo_energy_ha": -0.2185, "homo_energy_ev": -11.7807, "symbols": ["C", "C", "C", "N", "N", "S", "S", "H", "H", "H", "H", "H", "H", "H"], "coordinates": [[1.1293, -0.9327, -0.0286], [-2.9327, 0.1911, -0.8495], [-1.2081, -0.3995, 0.7838], [0.1403, -0.6332, 0.6231], [-2.0122, -0.6096, -0.4263], [2.5724, -1.3268, -0.4695], [4.4186, 1.9073, 0.6899], [-3.1328, 1.0423, -0.3600], [-3.5353, 0.0292, -1.6705], [-1.6052, -1.1455, 1.5356], [-1.3095, 0.7268, 1.1077], [5.5334, 1.5192, -0.1022], [-1.6282, -1.4345, -0.8402], [3.5699, 1.0658, 0.0067]], "atomic_forces_ev_per_a": [[-0.58, 0.20, 1.70], [2.56, -3.54, 0.14], [-0.41, 2.06, 2.17], [1.71, -0.67, -1.65], [-0.59, 1.75, -0.09], [-0.61, 0.01, -0.44], [0.85, -0.97, -1.37], [-0.38, 2.99, 2.24], [-0.82, -0.95, -1.96], [0.16, 1.11, -0.50], [-0.37, -2.25, -0.28], [-1.43, 0.48, 0.98], [-0.74, -0.83, -1.34], [0.64, 0.62, 0.42]]}